Below is a structure of composition C15H15F3NO6S2 in a non-equilibrium geometry, with properties calculated with wB97M-V/def2-TZVPD.

Last column: Mulliken charge in e.
Geometry (Å):
S1 -2.22733 -0.31645 3.69624  -0.249
S2 -1.34171 1.27897 6.44696  1.011
F1 -1.62916 -2.33433 5.51139  -0.197
F2 -0.19486 -2.33853 3.86966  -0.166
F3 -2.27106 -3.01597 3.51363  -0.238
O1 -1.55972 2.58120 5.87416  -0.679
O2 -0.00292 0.80014 6.64942  -0.656
O3 0.69293 -0.14433 2.88287  -0.587
O4 -4.40675 -0.71026 5.59171  -0.739
O5 0.41481 1.87856 1.99190  -0.303
O6 -1.07801 -1.61264 1.23398  -0.618
N1 -2.27608 0.15023 5.66298  -0.172
C1 2.30948 3.16869 1.42643  -1.239
C2 -1.95220 1.30190 9.21378  -0.688
C3 -3.87537 0.00124 9.97091  -0.453
C4 1.86732 1.91100 2.11319  -0.198
C5 -4.22127 -0.29713 8.65864  -0.682
C6 -3.49485 -0.15799 6.20330  0.650
C7 -1.60988 0.51894 2.31016  2.184
C8 -1.91695 -0.73643 1.32511  0.476
C9 -2.31179 1.81329 2.00877  -2.270
C10 -1.47260 -2.13579 4.18219  0.710
C11 -3.25847 -0.73373 0.69506  -1.383
C12 -0.05505 0.69480 2.43018  0.017
C13 -2.29588 0.96728 7.91177  0.348
C14 -2.75223 0.80610 10.24987  -0.488
C15 -3.40914 0.19690 7.64095  0.096
H1 -3.98288 -1.18884 1.38848  0.229
H2 -5.09104 -0.90120 8.38211  0.442
H3 -2.08126 2.12530 0.98336  0.474
H4 1.99364 3.15186 0.37972  0.301
H5 -1.97660 2.56507 2.73660  0.365
H6 -3.19972 -1.36247 -0.19912  0.441
H7 3.39743 3.22326 1.45763  0.387
H8 2.26385 1.02668 1.61015  0.306
H9 -3.59314 0.27240 0.42993  0.298
H10 1.88293 4.05322 1.90769  0.305
H11 2.13603 1.88542 3.17698  0.298
H12 -4.48884 -0.38135 10.78244  0.366
H13 -3.39191 1.67357 2.12669  0.545
H14 -2.52175 1.05222 11.28007  0.366
H15 -1.08853 1.93571 9.39078  0.392

ΔE to the lowest compared entry with this formula, charge and spin, kJ/mol: 298.1
Largest force on an atom, eV/A: 6.4
Charge: -1
Spin multiplicity: 1
HOMO-LUMO gap, Ha: 0.1995

***

Below is a cluster of 2 separate species, CH3NO4S in total in a non-equilibrium geometry, with properties calculated with wB97M-V/def2-TZVPD.

Last column: Mulliken charge in e.
Geometry (Å):
S1 -0.87598 -0.47582 1.17998  0.566
O1 -1.80249 -0.08688 2.19158  -0.514
O2 1.56871 -0.10216 0.84841  -0.528
O3 0.06494 -0.91742 -1.22301  -0.427
O4 0.23176 1.16157 -2.01004  -0.467
N1 0.59408 0.13053 1.64562  0.166
C1 -0.30112 0.10164 -1.93110  0.117
H1 0.81797 0.71552 2.55782  0.297
H2 1.04619 -0.61792 -0.97960  0.401
H3 -1.34405 0.09093 -2.27967  0.389

ΔE to the lowest compared entry with this formula, charge and spin, kJ/mol: 160.1
Largest force on an atom, eV/A: 3.9
Spin multiplicity: 1
HOMO-LUMO gap (spin up / spin down), Ha: 0.3077 / 0.3199

***

Below is a structure of composition C40H38CdN5O3P, with properties calculated with wB97M-V/def2-TZVPD.

Last column: Mulliken charge in e.
Geometry (Å):
Cd1 0.20212 0.43445 1.06812  6.887
P1 -1.91913 0.23920 -0.54893  0.034
O1 0.36317 2.63780 1.48187  -0.789
O2 2.31408 3.40737 2.29121  -0.764
O3 -2.09074 1.83541 2.85657  -0.613
N1 1.09669 -1.77236 -0.09314  0.011
N2 2.20164 -0.48425 2.06244  0.222
N3 1.81256 1.55849 -0.58400  0.577
N4 0.13808 0.73402 3.49078  -0.073
N5 -0.50565 -1.78568 2.37441  -0.013
C1 -1.66261 0.71716 -3.37955  -0.006
C2 3.26990 2.18338 -2.42471  0.998
C3 3.25691 3.47136 -0.40061  -0.891
C4 1.59965 2.92122 1.42162  -0.724
C5 -1.40135 1.12076 -2.07474  0.421
C6 -0.73223 -0.17621 4.20378  -1.061
C7 -2.32142 -4.24500 -1.63174  -0.827
C8 -0.80705 2.36552 -1.86362  -0.807
C9 -0.44590 -1.61123 3.81800  -0.931
C10 0.24373 -2.94537 1.92652  -1.396
C11 -3.81854 1.48380 1.12722  0.477
C12 -1.34792 -2.09914 -2.10710  -0.627
C13 -5.22155 1.84251 1.33887  -1.386
C14 -5.82810 1.03502 -0.87307  -0.968
C15 2.25163 2.60421 0.08096  0.769
C16 4.42042 -1.50089 3.33613  -0.659
C17 -6.15175 1.61894 0.39670  -0.377
C18 1.69455 0.35326 -2.65594  1.811
C19 3.69930 1.93748 -3.74974  -0.814
C20 0.44082 -2.96229 0.42281  0.285
C21 2.97711 -1.36308 1.44112  0.483
C22 -2.96952 -2.31227 -0.35973  -1.185
C23 2.27966 1.35867 -1.85541  -1.110
C24 2.54665 -1.75468 0.04890  -1.390
C25 -4.54144 0.65748 -1.08675  -0.603
C26 3.13990 0.93561 -4.49251  -0.953
C27 3.77122 3.25405 -1.64225  -1.186
C28 3.58140 -0.61130 3.98526  -1.039
C29 -2.09211 -1.50879 -1.08753  0.902
C30 2.11159 0.14659 -3.94296  -0.672
C31 -2.90263 1.85504 2.00128  0.642
C32 -1.46327 -3.45452 -2.38038  -1.080
C33 1.50381 0.83079 3.98401  -2.413
C34 -3.50607 0.80062 -0.13178  0.566
C35 4.10424 -1.90244 2.04496  -1.129
C36 -3.07570 -3.66713 -0.62242  -0.808
C37 -1.29603 1.51565 -4.44973  -0.878
C38 2.46241 -0.12924 3.31144  1.208
C39 -0.44312 3.16323 -2.93210  -0.681
C40 -0.67345 2.73384 -4.23122  -0.692
H1 0.86370 -0.19422 -2.23814  -0.745
H2 -1.46987 -1.85417 2.05844  0.151
H3 -2.41546 -5.29876 -1.84512  0.392
H4 4.70869 -2.62364 1.51594  0.540
H5 -1.76193 0.08607 3.94356  0.285
H6 0.85737 -1.71137 -1.07862  -0.255
H7 -6.58397 0.89294 -1.62407  0.444
H8 1.63499 -0.61008 -4.55190  0.496
H9 -0.38365 3.35254 -5.06727  0.427
H10 -0.62036 -0.06855 5.29365  0.402
H11 -7.17479 1.90124 0.60402  0.376
H12 -0.53492 -3.03641 -0.07277  -0.648
H13 1.54877 0.64597 5.06714  0.412
H14 -5.48847 2.31154 2.27333  0.425
H15 -1.14132 -2.27092 4.35881  0.530
H16 -4.29413 0.19760 -2.03583  0.220
H17 -0.88903 -3.88901 -3.18501  0.483
H18 3.01457 -2.71847 -0.20781  0.393
H19 1.87037 1.86019 3.80246  0.343
H20 -0.23523 -3.89594 2.21600  0.572
H21 5.29455 -1.89450 3.83466  0.431
H22 -3.76335 -4.27083 -0.04907  0.442
H23 0.01951 4.12161 -2.75003  0.503
H24 3.58137 4.27440 0.23845  0.606
H25 -1.50439 1.18632 -5.45648  0.453
H26 -0.68260 -1.49792 -2.71187  0.276
H27 -0.62685 2.71091 -0.85179  0.530
H28 -3.59290 -1.84847 0.39496  0.561
H29 -0.27889 1.66234 3.42991  0.443
H30 3.46181 0.76398 -5.50860  0.408
H31 1.21277 -2.92816 2.43215  0.454
H32 0.55837 -1.89082 4.14277  0.427
H33 3.76906 -0.30233 5.00257  0.536
H34 -2.16442 -0.22319 -3.57514  0.465
H35 1.01049 -3.86935 0.15966  0.386
H36 4.46436 2.57190 -4.16889  0.438
H37 2.93571 -1.01004 -0.64876  0.221
H38 4.53414 3.90054 -2.05465  0.431

Largest force on an atom, eV/A: 0.8
Spin multiplicity: 1
HOMO-LUMO gap, Ha: 0.1651

***

Below is a cluster of 3 separate species, C49H53BBr2ClF3O13PS2 in total in a non-equilibrium geometry, with properties calculated with wB97M-V/def2-TZVPD.

Last column: Mulliken charge in e.
Geometry (Å):
Br1 -2.62393 1.15263 1.37885  -0.110
Br2 -1.88113 -2.42965 4.32341  -0.111
Cl1 2.28202 -1.79724 3.40946  -0.375
S1 9.68583 2.29023 4.22448  -0.242
S2 0.69636 0.82942 1.77308  -0.547
P1 1.55776 -2.89769 1.67527  0.994
F1 -2.84293 -1.77347 0.24916  -0.154
F2 -2.35145 -3.48749 1.41518  -0.309
F3 -1.18052 -2.99561 -0.24973  -0.292
O1 -0.54683 1.43921 -2.02679  -0.306
O2 1.36430 -1.45285 0.66202  -1.084
O3 -10.50537 4.04379 -1.10109  -0.674
O4 -0.04375 1.68199 -9.73679  -0.683
O5 7.11716 2.26576 2.74286  -0.301
O6 2.77023 1.48205 3.60079  -0.507
O7 2.77381 0.51216 -5.34833  -0.681
O8 -7.93916 2.38131 3.28287  -0.664
O9 -0.09076 -2.69749 2.19431  -0.809
O10 6.78975 0.07349 2.99086  -0.499
O11 4.51427 2.05082 2.45862  -0.369
O12 3.23260 -3.37156 -0.60168  -0.802
O13 -0.26513 1.15731 -0.68592  -0.265
C1 -8.69807 2.82437 -0.21481  0.237
C2 -4.07417 -0.88592 2.87713  -1.038
C3 5.19208 1.86130 1.22044  -0.079
C4 -12.17221 4.93693 2.62389  -0.454
C5 7.59492 1.39838 0.43645  -1.173
C6 3.59302 -0.32171 -10.19689  -0.446
C7 -8.01150 2.41185 0.93069  -0.131
C8 0.05320 1.71719 -7.38458  0.145
C9 3.87254 -0.21940 -7.80932  -0.550
C10 7.32777 1.07082 3.28450  0.520
C11 6.69655 2.22634 1.37642  0.322
C12 -0.98512 2.28129 -4.87022  -0.321
C13 -7.05724 1.73118 -1.58635  -0.684
C14 -2.72038 -0.13716 2.85143  0.107
C15 -6.83710 1.67909 0.80864  -0.472
C16 1.51712 -4.61829 2.53342  0.377
C17 8.33857 1.05776 4.43739  -0.655
C18 0.16884 -0.73687 0.87563  1.296
C19 0.58048 1.38953 -8.73567  0.628
C20 1.60075 -5.78036 1.51582  -1.844
C21 3.22939 1.59034 2.54047  0.580
C22 2.55723 -4.85959 3.65941  -0.603
C23 2.11934 0.75334 -6.33986  0.503
C24 -1.82038 -2.47330 0.77195  0.081
C25 -9.81074 3.49308 2.39325  0.167
C26 2.93175 -3.84718 5.99544  -1.287
C27 -8.21906 2.47598 -1.47130  -0.586
C28 2.36268 1.31968 1.28486  -0.547
C29 -11.52401 4.47121 3.76387  -0.463
C30 1.98933 -4.67686 5.10777  -0.137
C31 -1.69991 2.62093 -6.01524  -0.714
C32 -0.87131 -1.64281 1.66197  0.721
C33 -6.36103 1.33999 -0.44677  -0.219
C34 4.34901 -0.58172 -9.05775  -0.473
C35 -0.21213 -0.28332 -0.57780  -1.032
C36 1.88947 0.68809 -8.83723  0.213
C37 0.25452 1.67323 -4.97930  -0.539
C38 -8.53379 2.73385 2.28579  0.446
C39 0.78053 1.39374 -6.23534  0.232
C40 -1.45657 -1.03827 2.98403  -1.527
C41 2.36941 0.31648 -10.08752  -0.549
C42 -9.93675 3.63906 -0.10646  0.627
C43 -10.47103 3.94395 1.24931  0.164
C44 -11.64740 4.67386 1.37013  -0.563
C45 5.75029 -2.58527 0.26555  -1.303
C46 -10.34456 3.75530 3.64899  -0.528
C47 4.74696 -2.98430 1.40179  -0.288
C48 -1.18303 2.33950 -7.26879  -0.573
C49 2.63752 0.40633 -7.69302  0.154
B1 3.29267 -3.10550 0.77879  1.130
H1 -4.84216 -0.35180 2.31705  -0.039
H2 2.80777 -4.24155 -0.66327  0.319
H3 0.80759 1.41394 -4.08756  0.619
H4 2.84098 0.67472 0.54739  0.337
H5 -13.09079 5.50263 2.71589  0.390
H6 -6.68957 1.45475 -2.56642  0.419
H7 2.71333 -2.78587 5.90324  0.247
H8 -1.39579 2.49577 -3.89532  0.464
H9 -6.29741 1.37082 1.69407  0.604
H10 2.61439 -5.91778 1.11875  0.263
H11 7.96655 2.06196 -0.35087  0.387
H12 4.76118 2.42627 0.38611  0.407
H13 1.78403 0.52319 -10.97351  0.460
H14 0.52971 -0.61135 -1.30653  0.463
H15 -9.83946 3.39642 4.53585  0.469
H16 6.76336 3.25690 1.02447  0.478
H17 1.81330 -5.67062 5.52839  0.448
H18 8.47518 0.97238 0.91474  0.333
H19 -1.18572 -0.64716 -0.92784  0.563
H20 -2.66558 3.10303 -5.92722  0.399
H21 1.06607 -3.61738 0.50555  -0.341
H22 4.45772 -0.42643 -6.92322  0.490
H23 0.83653 -5.70254 0.74182  0.322
H24 -1.51130 1.42942 -2.10366  0.298
H25 -2.73969 0.47641 3.75115  0.712
H26 2.25234 2.30049 0.80275  0.667
H27 3.96194 -0.61676 -11.17113  0.391
H28 5.30966 -1.07319 -9.14587  0.393
H29 2.82785 -5.92744 3.60547  0.482
H30 6.99596 0.65657 -0.08230  0.225
H31 -8.75642 2.78375 -2.35837  0.464
H32 7.78357 1.32047 5.33992  0.323
H33 1.02712 -4.16509 5.01952  -0.051
H34 -1.74225 2.59971 -8.15758  0.468
H35 3.98135 -4.06577 5.78588  0.317
H36 5.05430 -3.99462 1.70877  0.339
H37 -5.44720 0.76565 -0.53881  0.583
H38 8.78498 0.07743 4.55614  0.335
H39 3.49625 -4.31259 3.55445  -0.139
H40 5.78112 -3.36691 -0.49475  0.370
H41 -3.98723 -1.88263 2.44747  0.311
H42 -0.69963 -0.44628 3.48834  0.775
H43 1.35352 -6.68749 2.08356  0.572
H44 -12.15371 5.03197 0.48372  0.463
H45 5.13865 0.80152 0.95314  -0.286
H46 5.39635 -1.64921 -0.16563  0.154
H47 4.85970 -2.23750 2.18570  0.283
H48 -4.38526 -1.00984 3.91245  0.411
H49 6.76591 -2.49003 0.65772  0.364
H50 2.77871 -4.09413 7.05617  0.417
H51 9.38740 3.25954 5.11823  0.122
H52 0.53383 -4.72698 3.00083  0.261
H53 -11.94064 4.67005 4.74317  0.395

Largest force on an atom, eV/A: 3.9
Charge: -1
Spin multiplicity: 1
HOMO-LUMO gap, Ha: 0.1904

***

Below is a structure of composition C21H25IrN4O7S in a non-equilibrium geometry, with properties calculated with wB97M-V/def2-TZVPD.

Last column: Mulliken charge in e.
Geometry (Å):
Ir1 0.03874 1.00576 0.28670  2.765
S1 -1.12394 1.55834 -1.85066  -0.629
O1 -0.28207 1.97925 4.41743  -0.781
O2 -2.86878 1.93399 2.44284  -0.701
O3 2.61571 4.27957 0.30249  -0.721
O4 1.58160 2.37184 -0.24420  -0.731
O5 -2.00323 0.76641 0.74351  -0.716
O6 0.51277 1.28196 2.44649  -0.937
O7 -0.52841 -1.41583 1.73788  -0.309
N1 -0.70432 3.12535 0.68415  -0.716
N2 1.45179 -0.43200 -0.10467  0.413
N3 -0.92333 -0.11951 -3.91787  -0.511
N4 -0.00422 2.03701 -4.20495  -0.520
C1 2.71002 -0.48556 0.47409  0.609
C2 -0.90751 -0.19371 3.69696  -0.036
C3 -0.59577 1.09310 -3.46358  0.677
C4 -1.18393 -1.73547 -5.68192  -1.239
C5 -0.19559 1.16051 3.51905  -0.190
C6 -0.59836 -2.67145 3.68115  -1.051
C7 -1.91298 -1.56529 2.02689  -0.102
C8 -0.73893 -0.38222 -5.20787  0.853
C9 -0.08127 -1.34920 3.09139  -0.094
C10 -1.94632 -2.81527 2.92288  -1.033
C11 3.30159 -1.66076 0.09373  -0.879
C12 -2.21433 -0.31753 2.87750  0.273
C13 1.25476 -1.58192 -0.83512  0.757
C14 0.21408 1.75020 -5.48098  -0.268
C15 3.28578 0.57623 1.35318  -1.200
C16 -2.39072 0.91462 1.98317  -0.457
C17 2.37834 -2.35748 -0.73719  -0.853
C18 0.40613 3.96932 1.06950  -0.479
C19 1.65964 3.53487 0.31977  0.599
C20 -0.17353 0.55655 -6.06084  -0.611
C21 -0.02828 -1.89521 -1.51783  -0.898
H1 4.24893 0.25734 1.74763  0.403
H2 4.28944 -1.97886 0.38963  0.478
H3 2.60318 0.81898 2.16735  0.132
H4 -0.71978 -2.60872 4.76205  0.397
H5 0.62280 3.83581 2.12850  0.184
H6 3.41120 1.49936 0.78771  0.185
H7 0.08499 -3.48618 3.44486  0.351
H8 -1.14837 3.41145 -0.18296  0.399
H9 -3.09792 -0.42755 3.50369  0.568
H10 -1.96953 -3.71863 2.31459  0.312
H11 0.24451 5.02726 0.86556  0.428
H12 -1.40862 2.98940 1.41070  0.242
H13 -2.48780 -1.62680 1.10780  0.714
H14 -1.22259 -1.77620 -6.76976  0.389
H15 2.51503 -3.32374 -1.19871  0.465
H16 -0.17351 -1.29740 -2.40711  -0.074
H17 -2.81456 -2.81243 3.58248  0.419
H18 -1.06869 -0.31146 4.76648  0.584
H19 -0.49062 -2.49641 -5.31958  0.252
H20 -2.16631 -1.95618 -5.26797  0.307
H21 -0.86175 -1.66316 -0.84916  -0.105
H22 -0.03839 0.35837 -7.11496  0.345
H23 0.99476 -1.20388 3.12222  0.551
H24 0.71320 2.52214 -6.05877  0.398
H25 -0.06475 -2.94897 -1.79537  0.392

ΔE to the lowest compared entry with this formula, charge and spin, kJ/mol: 184.7
⟨S²⟩: 0.755
Largest force on an atom, eV/A: 3.4
Charge: -1
Spin multiplicity: 2
HOMO-LUMO gap (spin up / spin down), Ha: 0.2290 / 0.1965

***

Below is a cluster of 2 separate species, C3H6O2 in total in a non-equilibrium geometry, with properties calculated with wB97M-V/def2-TZVPD.

Last column: Mulliken charge in e.
Geometry (Å):
O1 -2.76864 2.62537 -2.38008  -0.437
O2 -0.62123 2.80261 -1.71721  -0.430
C1 1.39430 -2.61539 0.80255  -0.422
C2 1.25784 -1.94502 1.92674  -0.461
C3 -1.94479 3.04070 -1.61940  0.247
H1 0.63275 -2.80903 0.06155  0.242
H2 -2.23310 3.54678 -0.69102  0.292
H3 2.06602 -1.86360 2.64366  0.209
H4 0.31931 -1.62441 2.37169  0.235
H5 2.36748 -3.05277 0.60878  0.198
H6 -0.46994 1.89476 -2.00726  0.327

ΔE to the lowest compared entry with this formula, charge and spin, kJ/mol: 164.3
Largest force on an atom, eV/A: 1.3
Spin multiplicity: 1
SMILES string: O=CO.C=C
HOMO-LUMO gap, Ha: 0.4037